# 1
A 16-piece molecular cluster, C24H81N21O16 overall, computed with the ωB97M-V functional and the def2-TZVPD basis.

The geometry in XYZ format:
```
142
Properties=species:S:1:pos:R:3
C 2.419 -8.660 -8.961
C 1.631 -8.738 -7.618
O 1.508 -10.103 -7.209
H 3.390 -9.151 -8.913
H 2.675 -7.619 -9.191
H 1.838 -8.898 -9.853
H 0.737 -8.131 -7.770
H 2.178 -8.250 -6.811
H 0.733 -10.406 -7.695
C -0.578 -6.072 -1.983
C 0.327 -6.294 -3.183
O 0.918 -5.086 -3.665
H 0.010 -5.595 -1.197
H -0.915 -7.029 -1.579
H -1.495 -5.543 -2.239
H -0.285 -6.708 -3.992
H 1.121 -6.991 -2.907
H 1.825 -5.311 -3.937
C -1.345 -5.797 -7.334
C -0.130 -5.136 -7.947
O 0.969 -5.256 -7.077
H -1.719 -5.252 -6.462
H -1.174 -6.777 -6.878
H -2.118 -5.993 -8.079
H -0.312 -4.079 -8.174
H 0.113 -5.586 -8.912
H 0.649 -5.137 -6.176
C 5.964 -10.366 -5.052
C 4.456 -10.569 -5.330
O 4.218 -10.571 -6.733
H 6.072 -9.968 -4.047
H 6.423 -9.772 -5.836
H 6.273 -11.414 -5.070
H 4.029 -9.611 -4.991
H 3.955 -11.346 -4.750
H 3.259 -10.438 -6.810
C 4.250 -11.307 -1.792
C 4.349 -10.018 -1.028
O 4.661 -10.227 0.351
H 3.768 -11.146 -2.759
H 3.673 -12.032 -1.218
H 5.214 -11.746 -2.057
H 3.485 -9.364 -1.143
H 5.165 -9.344 -1.323
H 5.517 -10.641 0.496
C 8.580 -7.469 -3.716
O 9.659 -7.924 -4.066
N 8.150 -6.193 -4.032
N 7.676 -8.229 -3.068
H 7.219 -5.885 -3.814
H 8.552 -5.867 -4.894
H 6.741 -7.856 -2.915
H 7.840 -9.201 -2.884
C 9.381 -6.529 0.745
O 8.320 -6.921 1.243
N 9.497 -6.364 -0.585
N 10.459 -6.075 1.435
H 8.802 -6.696 -1.231
H 10.352 -5.986 -0.956
H 10.462 -6.199 2.433
H 11.021 -5.339 1.048
C 5.493 -4.185 2.659
O 4.715 -3.232 2.829
N 6.793 -4.262 3.108
N 5.102 -5.316 2.044
H 7.215 -5.169 3.056
H 7.306 -3.429 3.326
H 5.750 -6.068 2.199
H 4.111 -5.456 1.914
C 2.617 -3.831 -0.329
O 2.837 -5.048 -0.189
N 3.185 -2.846 0.385
N 1.884 -3.370 -1.376
H 3.727 -3.066 1.219
H 3.051 -1.900 0.087
H 1.779 -2.375 -1.443
H 1.448 -3.950 -2.076
C 6.313 -3.779 -7.024
O 5.189 -3.637 -7.506
N 6.693 -3.320 -5.809
N 7.341 -4.262 -7.760
H 6.113 -2.671 -5.305
H 7.673 -3.330 -5.591
H 7.208 -4.372 -8.747
H 8.274 -4.367 -7.404
C 5.765 -1.666 -2.122
O 5.837 -2.327 -3.187
N 5.047 -0.515 -2.027
N 6.307 -2.068 -0.956
H 4.625 -0.375 -1.128
H 4.565 -0.412 -2.914
H 6.342 -3.068 -0.813
H 6.097 -1.528 -0.135
C 9.442 -2.836 -2.844
O 10.581 -3.296 -2.833
N 9.103 -1.524 -3.018
N 8.362 -3.648 -2.632
H 9.854 -0.859 -3.057
H 8.129 -1.334 -2.967
H 8.499 -4.529 -2.174
H 7.448 -3.184 -2.544
C 7.548 -8.567 -8.594
O 8.147 -9.606 -8.337
N 8.047 -7.660 -9.470
N 6.280 -8.304 -8.181
H 7.511 -6.894 -9.824
H 8.999 -7.795 -9.762
H 5.684 -9.068 -7.901
H 5.951 -7.370 -8.348
C 5.843 -8.947 3.630
O 6.474 -8.604 4.620
N 4.807 -9.830 3.632
N 6.036 -8.429 2.381
H 4.442 -10.181 4.497
H 4.314 -10.007 2.775
H 5.453 -8.749 1.627
H 6.837 -7.871 2.140
C 1.546 -1.639 -5.073
O 1.573 -0.405 -5.044
N 2.641 -2.422 -5.142
N 0.369 -2.331 -5.107
H 2.614 -3.427 -4.987
H 3.510 -1.917 -5.196
H -0.441 -2.006 -5.596
H 0.426 -3.262 -4.726
C 4.913 -7.042 -5.412
C 4.007 -6.295 -4.442
C 4.698 -5.738 -3.199
O 5.351 -6.731 -2.438
C 5.830 -6.295 -1.146
N 3.334 -5.237 -5.189
H 5.579 -7.805 -4.993
H 5.694 -6.533 -5.980
H 4.293 -7.616 -6.105
H 3.162 -6.902 -4.098
H 3.971 -5.239 -2.549
H 5.417 -4.959 -3.498
H 6.753 -5.763 -1.374
H 5.993 -7.232 -0.612
H 5.026 -5.822 -0.581
H 2.912 -5.617 -6.029
H 4.009 -4.527 -5.456
```

The largest force on an atom is 0.0600 Eh/bohr. As for the electronic energy: -3317.0914 hartree.

# 2
C25H15Br4N7O4Os as an isolated structure, computed with the ωB97M-V functional and the def2-TZVPD basis.

The geometry in XYZ format:
```
56
Properties=species:S:1:pos:R:3
Os 0.465 0.098 -0.661
O -4.150 -0.610 5.690
C -4.115 -0.005 4.496
O -5.102 0.444 3.991
C -2.792 0.045 3.777
C -2.610 1.094 2.877
C -1.468 1.159 2.104
C -0.510 0.151 2.205
C -0.672 -0.886 3.115
C -1.812 -0.930 3.908
N 0.593 0.179 1.310
C 1.874 0.116 1.784
C 2.906 0.088 0.844
C 4.283 0.115 1.145
C 5.197 0.117 0.122
C 4.759 0.085 -1.215
C 3.412 0.052 -1.469
N 2.497 0.049 -0.480
H -3.265 -0.768 6.046
H -3.382 1.849 2.804
H -1.298 1.986 1.423
H 0.073 -1.670 3.189
H -1.947 -1.763 4.587
H 2.048 0.111 2.852
H 4.596 0.146 2.180
H 6.256 0.143 0.342
H 5.460 0.077 -2.035
H 3.017 0.010 -2.476
Br 0.283 5.778 -4.523
C 0.336 4.015 -4.002
C 0.389 2.981 -4.993
Br 0.415 3.423 -6.803
C 0.424 1.663 -4.607
Br 0.500 0.238 -5.794
C 0.408 1.349 -3.211
O 0.443 0.162 -2.750
C 0.362 2.399 -2.234
O 0.354 1.996 -0.952
C 0.323 3.711 -2.612
Br 0.253 5.021 -1.286
N -3.756 -0.421 -0.720
C -2.759 0.460 -0.767
N -1.623 -0.215 -0.702
C -2.010 -1.524 -0.623
N -3.305 -1.679 -0.635
C -0.970 -2.534 -0.525
C -1.188 -3.900 -0.418
N -0.179 -4.751 -0.321
C 1.051 -4.259 -0.334
C 1.301 -2.898 -0.443
N 0.285 -2.034 -0.533
H -4.752 -0.240 -0.720
H -2.880 1.529 -0.817
H -2.196 -4.297 -0.415
H 1.874 -4.958 -0.257
H 2.304 -2.497 -0.460
```

Its spin multiplicity is 5. The largest force on an atom is 0.0063 Eh/bohr. The energy relative to the best compared isomer or geometry (same formula, charge and spin) comes out at 0.0 kcal per mole. Its expectation value of S² is 6.04. The charge is +2.